{"formula": "C26H58FeOP4", "method": "ωB97M-V/def2-TZVPD", "homo_ev": [-15.69, -15.68], "spin_multiplicity": 6, "relative_energy_kj_mol": 0.0, "total_charge": 3, "symbols": ["Fe", "P", "P", "P", "H", "C", "C", "H", "C", "C", "C", "C", "C", "C", "C", "C", "C", "H", "H", "H", "H", "H", "H", "H", "H", "H", "H", "H", "H", "H", "H", "H", "H", "H", "H", "H", "H", "H", "H", "H", "H", "H", "H", "H", "H", "H", "C", "C", "C", "C", "C", "C", "O", "H", "H", "H", "H", "H", "H", "C", "C", "C", "P", "C", "C", "C", "C", "C", "C", "H", "H", "H", "H", "H", "H", "H", "H", "H", "H", "H", "H", "H", "H", "H", "H", "H", "H", "H", "H", "H"], "coordinates": [[0.76105, 0.24213, 0.00973], [2.60936, -1.29240, 1.48157], [2.02936, 2.09396, -0.18654], [-0.26340, -2.15902, -0.45852], [0.84687, 2.11325, -2.26692], [0.41075, 1.13959, -2.56260], [-0.99431, 1.42235, -2.92096], [-1.53536, 1.83449, -2.07520], [4.04875, -1.95624, 0.52760], [3.55843, -0.38206, 2.78974], [2.30778, -2.81376, 2.49900], [1.91613, 3.75493, -1.01184], [2.60279, 2.68012, 1.45231], [3.51821, 1.35929, -0.98640], [-1.64634, -2.78170, -1.51349], [-0.72927, -3.10986, 1.06861], [1.09888, -3.17726, -1.17029], [0.97339, 0.84356, -3.46550], [-1.15562, 2.11958, -3.76027], [4.86766, -2.19083, 1.22239], [4.39815, -1.21346, -0.19697], [3.76210, -2.86677, -0.01191], [4.00230, -1.10129, 3.48932], [2.88450, 0.27201, 3.35318], [4.36039, 0.20797, 2.33008], [2.17208, -3.70039, 1.87570], [1.43735, -2.69258, 3.14674], [3.17412, -2.99069, 3.14659], [2.60675, 4.43794, -0.53241], [0.91098, 4.16925, -0.91581], [2.17359, 3.70591, -2.06956], [3.37257, 3.45272, 1.29246], [3.02822, 1.83840, 2.01999], [1.74855, 3.10168, 2.01005], [3.79148, 1.98359, -1.85077], [3.30741, 0.33776, -1.34021], [4.34016, 1.33767, -0.26094], [-1.93896, -3.78516, -1.17217], [-1.32730, -2.83742, -2.56178], [-2.51485, -2.12091, -1.44553], [-1.47428, -3.87744, 0.82248], [-1.18674, -2.44297, 1.80721], [0.13453, -3.60061, 1.52693], [0.67891, -3.92684, -1.85235], [1.68434, -3.68245, -0.39331], [1.76922, -2.53407, -1.75162], [-1.29651, -0.70701, -4.17116], [-0.02754, -1.30951, -4.15425], [0.18015, -2.47073, -4.90967], [-0.83616, -2.97290, -5.73379], [-2.08613, -2.35152, -5.74079], [-2.29936, -1.18537, -5.01863], [-1.71997, 0.19457, -3.21959], [0.25041, 0.27566, -1.89765], [0.78259, -0.95972, -3.52956], [1.15075, -2.95874, -4.86147], [-0.65898, -3.86336, -6.32729], [-2.90823, -2.75192, -6.33022], [-3.25830, -0.65935, -5.01056], [-2.77784, 2.63038, -0.20660], [-1.55901, 2.65133, 0.73050], [-1.81860, 3.69021, 1.82418], [-1.01730, 0.96170, 1.32094], [-0.18056, 0.86145, 3.01735], [-0.58580, 1.91471, 4.05801], [-0.31414, -0.53670, 3.65411], [-2.58615, 0.02410, 1.58030], [-3.51958, 0.70298, 2.60176], [-3.34429, -0.35890, 0.29800], [-3.72522, 2.55166, 0.34302], [-2.75613, 1.82259, -0.94430], [-2.79829, 3.57540, -0.76986], [-0.67571, 2.99744, 0.14242], [-2.57517, 3.34431, 2.53873], [-0.90877, 3.97470, 2.36061], [-2.21712, 4.59773, 1.35001], [0.88900, 1.03007, 2.79437], [-1.67473, 2.02707, 4.14033], [-0.22420, 1.60223, 5.05196], [-0.14074, 2.89581, 3.85254], [-0.07539, -1.33399, 2.93854], [0.39350, -0.63307, 4.49697], [-1.33178, -0.71087, 4.05309], [-2.25440, -0.91500, 2.04008], [-3.82436, 1.71386, 2.29891], [-4.44403, 0.10723, 2.68647], [-3.08325, 0.74987, 3.60764], [-2.76886, -0.18493, -0.61538], [-3.59685, -1.42824, 0.31358], [-4.29758, 0.18283, 0.20849]], "forces_ev_per_angstrom": [[-0.53, -3.05, 0.35], [1.55, -0.75, 0.87], [2.65, 2.96, 0.15], [-0.45, -1.94, -0.34], [-0.19, -0.94, 0.35], [0.69, 1.56, -1.64], [-2.11, -0.69, -1.38], [0.17, 0.00, -0.17], [-0.31, 0.27, -0.53], [-0.41, 0.51, -0.17], [-0.73, -0.06, -0.05], [-0.84, -0.42, -0.24], [-0.06, -0.41, 0.25], [-0.08, -0.11, -0.14], [-0.36, 0.73, -0.53], [0.05, 0.43, 0.44], [0.39, 0.27, -0.02], [-0.06, -0.13, 0.74], [0.54, -0.15, 0.18], [-0.33, 0.08, -0.10], [0.10, -0.24, 0.13], [0.12, 0.24, 0.11], [-0.10, 0.16, -0.32], [0.28, -0.07, 0.07], [-0.18, -0.06, 0.16], [-0.01, 0.15, 0.03], [0.14, -0.12, -0.05], [-0.05, 0.19, -0.33], [0.19, -0.05, 0.21], [0.04, 0.06, -0.03], [-0.06, -0.12, 0.01], [-0.29, -0.32, 0.17], [-0.18, 0.55, -0.14], [0.40, -0.04, -0.18], [0.03, -0.29, 0.30], [0.23, 0.33, 0.01], [-0.10, -0.02, -0.24], [0.32, 0.34, -0.02], [-0.09, 0.14, 0.27], [0.16, -0.24, -0.17], [0.32, 0.26, -0.08], [0.11, -0.37, -0.15], [-0.26, 0.20, -0.15], [0.06, 0.17, 0.23], [-0.19, 0.12, -0.16], [-0.02, -0.22, 0.00], [0.24, -0.49, -0.44], [-0.46, -0.64, -0.17], [-0.33, 0.39, -0.47], [0.18, -0.02, 0.61], [0.10, 0.21, -0.40], [0.11, 0.09, 0.62], [0.25, 1.17, 0.94], [0.70, -0.24, 0.28], [-0.17, -0.29, -0.07], [-0.15, 0.06, -0.15], [-0.07, 0.09, 0.09], [0.27, 0.04, 0.00], [0.29, -0.33, -0.04], [-0.20, -0.26, -0.35], [0.76, 0.55, -0.38], [0.06, 0.27, 0.30], [-2.19, 0.48, 1.84], [0.48, 0.25, 0.18], [-0.09, 0.46, 0.28], [-0.12, -0.25, -0.22], [-0.20, -0.68, 0.04], [-0.16, 0.14, 0.29], [-0.27, -0.21, -0.30], [0.35, 0.05, -0.09], [-0.25, 0.27, 0.37], [0.02, -0.22, 0.27], [-0.53, -0.08, 0.24], [0.30, 0.19, -0.16], [-0.29, -0.02, -0.08], [0.13, -0.24, 0.04], [-0.24, -0.09, 0.08], [0.47, 0.05, 0.00], [-0.04, 0.01, -0.42], [-0.21, -0.30, 0.12], [-0.12, 0.19, 0.25], [-0.30, 0.20, -0.34], [0.53, 0.10, -0.20], [-0.02, 0.30, -0.04], [0.10, -0.38, 0.09], [0.38, 0.11, -0.12], [-0.17, 0.00, -0.32], [-0.11, -0.03, 0.02], [0.02, 0.30, 0.12], [0.42, -0.08, 0.01]], "lowdin_spin": [4.016, 0.096, 0.092, 0.116, 0.002, 0.052, 0.009, 0.001, 0.016, 0.014, 0.016, 0.016, 0.019, 0.033, 0.020, 0.012, 0.025, 0.004, 0.003, 0.004, 0.000, 0.000, 0.003, 0.000, 0.000, 0.000, 0.000, 0.003, 0.002, 0.001, 0.001, 0.004, 0.000, 0.000, 0.003, 0.004, 0.002, 0.004, 0.000, 0.000, 0.002, 0.000, 0.000, 0.004, 0.001, 0.001, 0.001, 0.001, 0.000, 0.001, 0.001, 0.000, 0.002, 0.019, 0.000, 0.000, 0.000, 0.000, 0.000, 0.001, 0.036, 0.012, 0.205, 0.036, 0.013, 0.002, 0.031, 0.015, 0.001, 0.000, 0.000, 0.000, 0.003, 0.000, 0.000, 0.003, 0.004, 0.000, 0.003, 0.000, 0.001, 0.000, 0.000, 0.000, 0.000, 0.004, 0.000, 0.000, 0.000, 0.000]}

{"formula": "C26H58OP4Sc", "method": "ωB97M-V/def2-TZVPD", "homo_ev": -16.20, "relative_energy_kj_mol": 0.0, "total_charge": 3, "symbols": ["Sc", "P", "P", "P", "H", "C", "C", "H", "C", "C", "C", "C", "C", "C", "C", "C", "C", "H", "H", "H", "H", "H", "H", "H", "H", "H", "H", "H", "H", "H", "H", "H", "H", "H", "H", "H", "H", "H", "H", "H", "H", "H", "H", "H", "H", "H", "C", "C", "C", "C", "C", "C", "O", "H", "H", "H", "H", "H", "H", "C", "C", "C", "P", "C", "C", "C", "C", "C", "C", "H", "H", "H", "H", "H", "H", "H", "H", "H", "H", "H", "H", "H", "H", "H", "H", "H", "H", "H", "H", "H"], "coordinates": [[0.14119, -0.87465, -0.79139], [-1.55310, -1.97373, 0.98926], [2.28927, -1.58821, 0.07022], [-0.75704, -2.60409, -2.37998], [-0.45635, 2.53792, -1.32482], [-1.12895, 1.89078, -1.89704], [-2.15269, 1.24114, -1.32414], [-2.44148, 1.41423, -0.27574], [-2.03618, -1.38627, 2.66580], [-0.78350, -3.55139, 1.54197], [-3.21711, -2.55856, 0.48292], [3.76906, -0.72171, -0.55577], [2.64331, -1.74134, 1.83821], [2.53984, -3.26692, -0.59875], [-2.39840, -2.14047, -3.05050], [-1.00910, -4.35064, -1.87925], [0.20717, -2.85695, -3.91212], [-0.89695, 1.75991, -2.96117], [-2.67889, 0.42021, -1.82009], [-2.73081, -0.53824, 2.61537], [-1.14943, -1.08732, 3.23773], [-2.52825, -2.21204, 3.20122], [0.20460, -3.36695, 1.98153], [-0.67608, -4.25514, 0.71129], [-1.43607, -3.99532, 2.30558], [-3.77995, -1.71501, 0.06678], [-3.74912, -2.92507, 1.37230], [-3.18380, -3.36174, -0.25857], [3.79170, -0.82587, -1.64955], [4.67489, -1.18265, -0.12115], [3.74110, 0.34675, -0.27398], [3.34245, -2.57526, 1.96646], [1.74044, -1.90769, 2.44072], [3.11376, -0.80288, 2.15823], [3.57572, -3.52026, -0.34351], [2.40307, -3.31726, -1.68955], [1.84104, -3.97775, -0.13686], [-2.57476, -2.81436, -3.90189], [-2.39756, -1.09643, -3.39715], [-3.20179, -2.25593, -2.31038], [-1.17191, -4.91096, -2.81007], [-1.87262, -4.47664, -1.21735], [-0.11437, -4.74304, -1.37702], [-0.18321, -3.78134, -4.35889], [1.27903, -3.00463, -3.69770], [0.11246, -2.02129, -4.62374], [1.77956, 0.49680, -3.65195], [3.11929, 0.86926, -3.63977], [3.80118, 0.98766, -4.86287], [3.11804, 0.85228, -6.07996], [1.74474, 0.56172, -6.06631], [1.07006, 0.38987, -4.84096], [1.09803, 0.06118, -2.42436], [0.88972, 0.89035, -1.88647], [3.64285, 1.04572, -2.70948], [4.86574, 1.21670, -4.90342], [3.64752, 0.99368, -7.03312], [1.18703, 0.48891, -7.01702], [0.01089, 0.14961, -4.82310], [1.35729, 1.08044, 3.89500], [-0.11777, 1.47982, 3.81072], [-0.43041, 2.61183, 4.79801], [-0.64500, 1.70386, 2.03075], [-2.49001, 2.09807, 2.10294], [-3.21411, 1.93459, 3.44934], [-2.89766, 3.41807, 1.44317], [0.23954, 3.23820, 1.44635], [0.20578, 4.44549, 2.38845], [1.68112, 2.92029, 1.01396], [2.02260, 1.93646, 3.70382], [1.60869, 0.27161, 3.19541], [1.57120, 0.71703, 4.91288], [-0.71251, 0.60657, 4.11785], [0.42767, 3.28329, 4.92979], [-1.31470, 3.20516, 4.53937], [-0.62912, 2.15043, 5.77718], [-2.87383, 1.28448, 1.46093], [-3.24080, 2.87319, 4.01975], [-4.25795, 1.66662, 3.22206], [-2.80830, 1.14150, 4.08785], [-3.98587, 3.37653, 1.29357], [-2.44329, 3.56425, 0.45777], [-2.68358, 4.28660, 2.07909], [-0.32660, 3.48747, 0.53326], [0.91649, 4.33593, 3.21636], [0.52040, 5.33466, 1.82314], [-0.78636, 4.66647, 2.79681], [1.71299, 2.47319, 0.00954], [2.27283, 3.84753, 0.97917], [2.19599, 2.23167, 1.69702]], "forces_ev_per_angstrom": [[-2.03, 2.29, 0.31], [-0.94, -1.15, 1.35], [2.59, -0.71, 0.77], [-0.87, -1.51, -1.30], [-0.56, 0.30, -0.19], [0.21, -0.56, -0.14], [0.51, -0.70, 0.71], [0.27, -0.05, -0.70], [0.29, 0.55, 0.07], [0.23, -0.08, -0.24], [-0.14, 0.15, -0.37], [-0.02, 0.27, -0.11], [-0.23, 0.05, 0.30], [-0.34, -0.20, -0.12], [-0.03, 0.22, 0.06], [0.16, 0.00, 0.16], [0.49, 0.12, -0.09], [-0.10, 0.05, 0.37], [-0.28, 0.72, -0.24], [0.23, -0.24, -0.02], [-0.22, -0.08, -0.18], [0.15, 0.18, -0.32], [-0.25, -0.11, -0.02], [0.02, 0.08, 0.24], [0.22, 0.05, -0.21], [-0.04, -0.18, 0.08], [0.21, 0.09, -0.26], [-0.05, 0.21, 0.16], [0.12, 0.08, 0.35], [-0.43, 0.14, -0.16], [0.04, -0.45, -0.15], [-0.08, 0.17, 0.11], [0.35, 0.01, -0.13], [-0.08, -0.31, 0.02], [-0.22, -0.22, -0.14], [0.18, 0.10, 0.31], [0.31, 0.10, -0.01], [-0.11, 0.26, 0.20], [0.01, -0.37, -0.07], [0.28, -0.04, -0.22], [-0.04, 0.03, 0.35], [0.27, 0.00, -0.24], [-0.24, 0.01, -0.24], [0.14, 0.32, -0.07], [-0.39, 0.04, -0.12], [-0.01, -0.39, 0.38], [0.25, -0.30, -0.92], [0.15, -0.33, -0.10], [-0.50, 0.27, -0.26], [-0.36, -0.14, 0.27], [-0.06, 0.27, 0.07], [0.23, -0.15, -0.28], [0.00, 1.62, 0.94], [0.59, -0.32, -1.24], [0.03, -0.09, -0.05], [-0.30, 0.03, 0.30], [-0.29, -0.16, 0.55], [0.34, 0.02, 0.71], [0.10, 0.04, -0.06], [0.19, -0.10, 0.33], [-0.08, -0.33, -0.34], [-0.10, 0.06, 0.45], [0.56, 0.26, 0.23], [0.19, -0.29, -0.24], [-0.33, -0.04, 0.02], [-0.37, -0.06, -0.06], [-0.35, -0.17, -0.23], [0.15, 0.43, -0.07], [0.20, 0.01, 0.09], [-0.24, -0.31, 0.12], [-0.10, 0.25, 0.16], [0.01, 0.15, -0.31], [0.17, 0.23, -0.02], [-0.31, -0.19, -0.08], [0.42, -0.15, 0.08], [0.06, 0.22, -0.21], [-0.09, 0.23, 0.23], [0.04, -0.36, -0.18], [0.25, 0.14, 0.18], [-0.07, 0.25, -0.09], [0.23, 0.18, 0.02], [-0.06, 0.11, 0.17], [-0.03, -0.28, -0.25], [0.17, 0.18, 0.28], [-0.23, -0.02, -0.23], [-0.07, -0.20, 0.13], [0.33, -0.16, -0.06], [0.00, -0.01, 0.01], [-0.17, -0.29, -0.09], [-0.15, 0.24, -0.19]], "lowdin_charge": [0.604, 0.755, 0.739, 0.757, 0.061, -0.033, -0.029, 0.025, -0.249, -0.238, -0.241, -0.219, -0.224, -0.217, -0.213, -0.222, -0.216, 0.080, 0.054, 0.033, 0.036, 0.078, 0.034, 0.024, 0.077, 0.055, 0.076, 0.028, 0.044, 0.089, 0.065, 0.082, 0.036, 0.060, 0.081, 0.048, 0.050, 0.083, 0.048, 0.047, 0.076, 0.039, 0.048, 0.072, 0.059, 0.046, -0.241, -0.015, -0.023, -0.027, -0.024, -0.041, -0.201, 0.071, 0.104, 0.129, 0.135, 0.135, 0.110, -0.115, -0.546, -0.092, 1.072, -0.556, -0.104, -0.098, -0.550, -0.087, -0.114, 0.080, 0.025, 0.105, 0.066, 0.082, 0.059, 0.104, 0.044, 0.089, 0.101, 0.068, 0.103, 0.062, 0.086, 0.068, 0.080, 0.101, 0.068, 0.045, 0.101, 0.049]}